84
Properties=species:S:1:pos:R:3:mulliken_charge:R:1 method="wB97M-V/def2-TZVPD" total_charge=+1 relative_energy_kj_mol=72.7 multiplicity=1 e_tot_ev=-194216.095 homo_ev=-10.21
Sn -0.14 2.20 0.54 0.89
C -4.25 -0.35 -0.88 -0.92
N -4.05 0.83 -0.05 0.21
C -4.93 1.90 -0.01 -0.48
C -4.48 2.75 0.92 -0.67
N -3.32 2.21 1.45 0.34
C -3.05 1.01 0.83 0.18
S -1.72 -0.02 1.10 -0.31
C -2.72 2.65 2.67 0.48
C -3.52 3.04 3.72 -0.62
C -2.90 3.34 4.92 -0.62
C -1.53 3.18 5.03 -0.64
C -0.82 2.77 3.92 0.34
N -1.40 2.54 2.74 0.24
H -5.21 -0.80 -0.63 0.40
H -3.45 -1.06 -0.67 -0.02
H -4.23 -0.08 -1.93 0.44
H -5.79 1.95 -0.65 0.51
H -4.86 3.70 1.25 0.58
H -4.60 3.08 3.61 0.52
H -3.49 3.66 5.77 0.43
H -1.02 3.37 5.96 0.46
H 0.25 2.64 3.95 -0.49
C -3.37 -3.74 -2.20 -1.16
C -2.05 -3.43 -1.48 -0.50
Ge -0.82 -2.29 -2.51 0.19
C -1.58 -0.61 -3.21 1.02
C -2.58 -0.78 -4.35 -1.54
C 0.15 -3.13 -3.99 -0.67
C 1.44 -2.79 -3.82 -0.01
Ge 1.52 -2.00 -2.00 0.26
C 2.42 -3.08 -0.63 -0.51
C 3.92 -3.28 -0.89 -1.22
C 1.32 2.16 -2.88 0.02
C 1.54 1.47 -4.22 -1.53
C 2.57 -3.02 -4.75 0.55
C 2.40 -3.71 -5.96 -0.31
C 3.47 -3.89 -6.82 -0.74
C 4.72 -3.38 -6.50 -0.46
C 4.90 -2.68 -5.31 -0.91
C 3.83 -2.51 -4.45 -0.03
H -3.98 -4.43 -1.62 0.36
H -3.20 -4.21 -3.18 0.37
H -3.96 -2.84 -2.37 0.13
H -1.51 -4.35 -1.26 0.56
H -2.25 -2.95 -0.52 0.39
H -0.71 -0.04 -3.56 -0.54
H -2.01 -0.04 -2.38 -0.18
H -2.15 -1.34 -5.17 0.41
H -2.90 0.19 -4.76 0.41
H -3.48 -1.31 -4.03 0.31
H -0.21 -3.69 -4.85 0.44
H 1.91 -4.04 -0.56 0.49
H 2.27 -2.57 0.32 0.38
H 4.09 -3.84 -1.81 0.31
H 4.39 -3.83 -0.07 0.40
H 4.44 -2.32 -0.98 0.28
H 1.22 3.24 -3.05 0.40
H 0.38 1.83 -2.44 -0.19
H 2.42 1.85 -4.74 0.50
H 0.69 1.64 -4.87 0.40
H 1.67 0.39 -4.10 0.32
H 1.43 -4.11 -6.22 0.33
H 3.33 -4.43 -7.74 0.40
H 5.56 -3.52 -7.17 0.40
H 5.87 -2.28 -5.06 0.39
H 3.97 -1.96 -3.52 0.34
Cl 7.06 1.96 0.76 -0.24
C 5.36 2.04 1.12 0.33
C 4.94 2.10 2.41 -0.55
C 3.57 2.15 2.72 -0.15
I 3.03 2.24 4.72 0.11
C 2.61 2.15 1.73 0.26
O 1.30 2.20 1.98 -0.55
C 3.06 2.10 0.38 -0.17
N 2.09 2.13 -0.58 -0.24
C 2.42 2.01 -1.85 0.57
C 3.77 1.91 -2.25 -0.32
C 4.76 1.94 -1.31 -1.32
C 4.42 2.03 0.06 0.87
H 5.67 2.11 3.21 0.41
H 2.10 -0.57 -2.01 -0.33
H 4.01 1.77 -3.29 0.32
H 5.80 1.88 -1.60 0.46